Record 1
{
  "formula": "C17H20N4O4S",
  "method": "ωB97M-V with the def2-TZVPD basis set",
  "symbols": ["C", "N", "C", "C", "N", "C", "C", "C", "C", "S", "O", "O", "N", "C", "C", "C", "C", "C", "C", "C", "C", "N", "O", "O", "C", "C", "H", "H", "H", "H", "H", "H", "H", "H", "H", "H", "H", "H", "H", "H", "H", "H", "H", "H", "H", "H"],
  "coordinates": [[-2.549, 0.235, 3.998], [-1.364, 0.796, 3.387], [-1.676, 1.826, 2.417], [-0.361, 2.449, 1.948], [0.499, 1.457, 1.348], [0.730, 1.374, 0.019], [-0.179, 1.895, -0.932], [-0.059, 1.601, -2.267], [0.994, 0.816, -2.723], [0.879, 0.078, -4.341], [0.241, 0.957, -5.272], [2.118, -0.535, -4.688], [-0.276, -1.116, -4.006], [-0.207, -1.754, -2.767], [1.003, -2.308, -2.357], [1.114, -2.873, -1.100], [0.023, -2.904, -0.246], [-1.190, -2.385, -0.666], [-1.308, -1.804, -1.916], [1.972, 0.402, -1.853], [1.875, 0.713, -0.500], [3.025, 0.432, 0.304], [3.219, 1.122, 1.288], [3.772, -0.451, -0.068], [0.787, 0.378, 2.265], [-0.531, -0.218, 2.775], [-3.110, 1.033, 4.480], [-3.205, -0.270, 3.272], [-2.249, -0.487, 4.756], [-2.293, 2.587, 2.898], [-2.230, 1.420, 1.549], [-0.533, 3.274, 1.260], [0.163, 2.836, 2.829], [-1.025, 2.473, -0.598], [-0.786, 1.953, -2.982], [-1.197, -0.795, -4.267], [1.839, -2.285, -3.036], [2.060, -3.284, -0.784], [0.114, -3.342, 0.736], [-2.052, -2.425, -0.015], [-2.252, -1.388, -2.239], [2.836, -0.131, -2.218], [1.334, -0.421, 1.769], [1.385, 0.758, 3.098], [-0.304, -0.981, 3.523], [-1.045, -0.706, 1.924]],
  "homo_lumo_gap_ev": 7.98,
  "homo_ev": -8.53,
  "smiles": "CN1CCN(c2ccc(S(=O)(=O)Nc3ccccc3)cc2[N+](=O)[O-])CC1"
}

=====

Record 2
{
  "formula": "C17H20BrN3O2",
  "method": "ωB97M-V with the def2-TZVPD basis set",
  "symbols": ["C", "C", "N", "C", "C", "N", "C", "C", "C", "C", "N", "C", "O", "C", "C", "C", "C", "Br", "O", "C", "C", "C", "C", "H", "H", "H", "H", "H", "H", "H", "H", "H", "H", "H", "H", "H", "H", "H", "H", "H", "H", "H", "H"],
  "coordinates": [[-9.344, -0.188, 0.367], [-8.065, -0.552, -0.382], [-6.996, -0.866, 0.552], [-6.010, -1.812, 0.069], [-5.023, -1.175, -0.919], [-4.363, -0.054, -0.292], [-3.001, 0.117, -0.269], [-2.419, 1.392, -0.227], [-1.053, 1.565, -0.173], [-0.204, 0.463, -0.169], [1.190, 0.567, -0.116], [1.961, 1.683, -0.069], [1.565, 2.834, -0.076], [3.405, 1.379, -0.004], [4.470, 2.241, 0.051], [5.636, 1.445, 0.102], [5.188, 0.157, 0.073], [6.113, -1.462, 0.106], [3.851, 0.093, 0.008], [-0.766, -0.811, -0.217], [-2.131, -0.983, -0.261], [-5.301, 0.945, 0.158], [-6.323, 0.289, 1.110], [-9.595, -0.978, 1.069], [-10.164, -0.065, -0.337], [-9.227, 0.740, 0.920], [-7.805, 0.264, -1.074], [-8.257, -1.446, -0.982], [-6.521, -2.658, -0.395], [-5.455, -2.177, 0.939], [-4.295, -1.907, -1.263], [-5.580, -0.815, -1.798], [-3.041, 2.272, -0.259], [-0.634, 2.557, -0.147], [1.677, -0.319, -0.107], [4.410, 3.309, 0.056], [6.654, 1.768, 0.153], [-0.122, -1.681, -0.207], [-2.523, -1.988, -0.267], [-4.781, 1.730, 0.705], [-5.822, 1.399, -0.698], [-7.066, 1.028, 1.411], [-5.791, -0.047, 2.006]],
  "homo_lumo_gap_ev": 7.72,
  "homo_ev": -7.07,
  "smiles": "CCN1CCN(c2ccc(NC(=O)c3ccc(Br)o3)cc2)CC1"
}

=====

Record 3
{
  "formula": "C3H8N4S",
  "method": "ωB97M-V with the def2-TZVPD basis set",
  "symbols": ["C", "C", "C", "H", "H", "H", "H", "H", "H", "H", "H", "N", "N", "N", "N", "S"],
  "coordinates": [[-1.878, 0.875, 1.446], [0.081, -0.346, 1.222], [-1.305, -0.365, -0.841], [-2.368, -0.129, 1.833], [-1.402, 1.692, 2.157], [-2.528, 1.456, 0.894], [0.097, -1.485, 1.390], [0.958, 1.697, 0.681], [2.804, 1.484, 1.062], [-2.382, -0.682, -0.503], [1.217, -0.216, -3.248], [-0.894, 0.315, 0.431], [1.153, 0.090, 1.781], [1.552, 1.555, 1.534], [-0.746, -0.764, -1.904], [0.922, -0.823, -1.757]],
  "homo_lumo_gap_ev": 9.14,
  "homo_ev": -8.86
}